Arrangement one

The following is a quantum chemistry calculation of a cluster of 6 separate species, C6H21NO5 in total, from the Open Molecules 2025 dataset.

Output
* Kohn-Sham gap: 0.3190 Ha
* SMILES: C=CCN/C=C/C.O.O.O.O.O
* highest occupied orbital energy: -8.3 eV
* E_LUMO: 0.40 eV

Cartesian coordinates (Å):
C1 0.91 0.66 2.81
C2 0.44 1.13 1.51
C3 1.28 1.44 0.51
N1 0.74 1.66 -0.83
C4 1.61 1.21 -1.92
C5 1.02 -1.19 -2.67
C6 0.87 0.13 -2.84
H1 0.04 0.58 3.45
H2 1.39 -0.35 2.79
H3 1.58 1.31 3.37
H4 -0.63 1.20 1.32
H5 2.45 1.49 0.64
H6 -0.21 1.11 -0.88
H7 2.60 0.84 -1.62
H8 1.72 2.18 -2.57
H9 1.72 -1.74 -2.00
H10 0.41 -1.99 -3.14
H11 0.12 0.62 -3.63
H12 -2.48 -0.70 -0.34
H13 -1.84 -1.90 -0.80
O1 -2.30 -1.04 -1.14
H14 -2.13 0.50 1.73
H15 -1.25 -0.28 2.45
O2 -2.16 -0.32 2.36
H16 -2.00 1.35 -1.52
H17 -1.60 2.58 -0.77
O3 -2.17 1.76 -0.61
H18 2.03 -0.80 0.47
H19 2.63 -2.04 0.78
O4 2.16 -1.66 0.10
H20 -0.51 -2.89 2.25
H21 -1.93 -2.35 1.88
O5 -1.05 -2.57 1.48

Arrangement two

The following is a quantum chemistry calculation of a cluster of 6 separate species, C6H21NO5 in total, from the Open Molecules 2025 dataset.

Output
* Kohn-Sham gap: 0.3041 Ha
* SMILES: C=CCN/C=C/C.O.O.O.O.O
* highest occupied orbital energy: -8.0 eV
* E_LUMO: 0.32 eV

Cartesian coordinates (Å):
C1 0.06 0.68 3.00
C2 -0.06 0.54 1.50
C3 1.17 0.46 0.90
N1 1.48 0.98 -0.37
C4 2.29 0.21 -1.37
C5 0.75 -1.78 -1.36
C6 1.32 -0.77 -1.98
H1 -0.78 0.24 3.55
H2 1.00 0.29 3.39
H3 0.11 1.75 3.20
H4 -0.93 0.70 0.87
H5 2.06 0.15 1.41
H6 0.79 1.57 -0.83
H7 3.22 -0.20 -0.93
H8 2.60 1.00 -2.07
H9 0.98 -1.99 -0.33
H10 0.04 -2.47 -1.81
H11 1.05 -0.35 -2.99
H12 -1.38 1.68 -2.77
H13 -1.23 2.09 -1.22
O1 -1.49 1.41 -1.85
H14 -2.77 -0.06 -2.22
H15 -3.81 -0.15 -1.09
O2 -3.23 -0.68 -1.63
H16 -0.34 2.46 0.79
H17 0.18 3.73 0.43
O3 -0.29 3.01 -0.01
H18 0.42 -2.29 1.49
H19 0.96 -1.73 2.69
O4 1.04 -2.55 2.20
H20 -1.41 -2.02 -0.56
H21 -2.35 -3.12 -0.07
O5 -1.45 -2.78 0.02

Which is the most stable structure? arrangement two is the most stable.

Arrangement one

The following is a quantum chemistry calculation of a cluster of 9 separate species, C18H54O9 in total, from the Open Molecules 2025 dataset.

Output
* Kohn-Sham gap: 0.3723 Ha
* SMILES: CCO.CCO.CCO.CCO.CCO.CCO.CCO.CCO.CCO
* highest occupied orbital energy: -9.5 eV
* E_LUMO: 0.60 eV

Cartesian coordinates (Å):
C1 17.86 11.97 16.95
C2 18.72 11.12 17.92
O1 18.24 9.74 17.78
H1 16.81 11.74 17.07
H2 18.22 11.73 15.95
H3 18.05 13.02 17.16
H4 18.78 11.50 18.94
H5 19.72 11.13 17.49
H6 18.70 9.28 17.07
C3 14.82 14.19 17.37
C4 14.18 14.76 18.53
O2 13.63 13.81 19.37
H7 15.16 14.76 16.50
H8 14.14 13.44 16.97
H9 15.68 13.56 17.61
H10 13.39 15.47 18.28
H11 14.89 15.48 18.94
H12 13.01 13.23 18.93
C5 17.14 5.25 16.33
C6 17.17 6.26 17.49
O3 18.31 5.94 18.33
H13 18.14 4.91 16.06
H14 16.66 5.60 15.41
H15 16.70 4.29 16.59
H16 16.27 6.14 18.09
H17 17.32 7.31 17.22
H18 18.06 6.14 19.24
C7 20.43 10.62 21.56
C8 19.81 11.84 22.17
O4 20.58 13.00 21.84
H19 20.64 10.67 20.49
H20 19.77 9.77 21.70
H21 21.40 10.45 22.02
H22 19.61 11.65 23.22
H23 18.79 11.87 21.78
H24 21.25 13.17 22.52
C9 17.51 7.86 20.81
C10 18.77 7.10 21.34
O5 18.80 5.76 20.91
H25 17.65 8.93 20.98
H26 16.62 7.54 21.34
H27 17.43 7.78 19.73
H28 19.00 7.12 22.41
H29 19.71 7.51 20.97
H30 19.59 5.36 21.27
C11 17.62 14.27 20.04
C12 18.80 15.28 20.16
O6 19.34 15.42 21.50
H31 17.93 13.23 20.10
H32 17.15 14.19 19.06
H33 16.84 14.38 20.79
H34 18.55 16.32 19.96
H35 19.61 15.04 19.47
H36 19.96 14.69 21.61
C13 21.77 9.24 14.21
C14 21.01 9.03 15.51
O7 19.67 9.02 15.08
H37 21.73 10.29 13.90
H38 21.35 8.54 13.49
H39 22.81 9.01 14.41
H40 21.24 9.87 16.17
H41 21.44 8.08 15.84
H42 19.66 8.51 14.27
C15 21.65 13.54 14.44
C16 21.64 14.29 15.76
O8 21.18 13.43 16.84
H43 22.10 14.07 13.61
H44 20.76 12.94 14.25
H45 22.43 12.79 14.57
H46 21.11 15.24 15.73
H47 22.67 14.54 16.01
H48 20.89 12.58 16.50
C17 17.83 15.15 14.56
C18 18.22 16.25 15.66
O9 17.28 17.24 15.85
H49 18.38 15.19 13.61
H50 16.77 15.31 14.40
H51 17.93 14.17 15.03
H52 19.27 16.52 15.54
H53 18.11 15.64 16.56
H54 17.74 18.04 15.60

Arrangement two

The following is a quantum chemistry calculation of a cluster of 9 separate species, C18H54O9 in total, from the Open Molecules 2025 dataset.

Output
* Kohn-Sham gap: 0.3541 Ha
* SMILES: CC(C)O.CC(C)O.CC(C)O.CC(C)O.CCO.CCO.CCO.O.O
* highest occupied orbital energy: -9.6 eV
* E_LUMO: 0.00 eV

Cartesian coordinates (Å):
C1 0.20 -2.47 -2.11
C2 0.89 -3.67 -2.74
O1 0.20 -4.89 -2.43
H1 0.06 -2.59 -1.03
H2 -0.81 -2.34 -2.52
H3 0.68 -1.51 -2.33
H4 1.91 -3.76 -2.39
H5 0.87 -3.56 -3.83
H6 -0.69 -4.82 -2.80
C3 0.13 0.45 0.32
C4 -0.78 0.63 1.54
O2 -0.48 1.85 2.22
H7 1.16 0.16 0.53
H8 0.10 1.37 -0.28
H9 -0.32 -0.29 -0.35
H10 -0.63 -0.21 2.22
H11 -1.81 0.70 1.20
H12 0.16 1.70 2.93
C5 -4.16 2.53 0.25
C6 -4.40 4.02 0.00
O3 -3.22 4.69 -0.44
H13 -3.77 2.02 -0.64
H14 -5.07 2.03 0.55
H15 -3.43 2.43 1.06
H16 -4.74 4.47 0.93
H17 -5.19 4.14 -0.75
H18 -3.19 4.63 -1.40
O4 -0.45 4.15 0.37
H19 -1.42 4.23 0.33
H20 -0.29 3.45 1.01
O5 1.02 0.90 4.62
H21 0.31 0.66 5.22
H22 1.83 0.69 5.09
C7 -2.34 2.79 -5.22
C8 -2.66 2.79 -3.74
C9 -1.65 1.99 -2.95
O6 -2.67 4.13 -3.21
H23 -2.41 1.78 -5.62
H24 -1.33 3.17 -5.38
H25 -3.03 3.42 -5.79
H26 -3.66 2.38 -3.55
H27 -1.89 1.83 -1.90
H28 -0.68 2.50 -2.91
H29 -1.53 1.00 -3.40
H30 -2.95 4.77 -3.87
C10 6.92 0.93 3.77
C11 5.45 0.65 3.56
C12 4.96 1.05 2.19
O7 5.20 -0.77 3.67
H31 7.26 0.51 4.72
H32 7.07 2.01 3.77
H33 7.52 0.50 2.97
H34 4.87 1.17 4.33
H35 5.18 2.08 1.92
H36 3.88 0.90 2.12
H37 5.45 0.44 1.42
H38 5.06 -0.99 4.60
C13 -4.68 -2.99 -0.78
C14 -3.54 -2.03 -0.51
C15 -3.26 -1.16 -1.71
O8 -3.88 -1.13 0.56
H39 -4.35 -3.82 -1.41
H40 -5.51 -2.45 -1.24
H41 -5.05 -3.45 0.14
H42 -2.62 -2.56 -0.23
H43 -4.04 -0.45 -1.98
H44 -3.14 -1.83 -2.58
H45 -2.31 -0.65 -1.61
H46 -3.98 -1.65 1.37
C16 2.43 -2.31 1.15
C17 3.53 -3.26 1.55
C18 3.61 -4.46 0.63
O9 4.80 -2.62 1.56
H47 1.46 -2.81 1.30
H48 2.47 -2.03 0.10
H49 2.43 -1.41 1.77
H50 3.27 -3.59 2.57
H51 2.74 -5.10 0.79
H52 4.53 -5.01 0.81
H53 3.62 -4.12 -0.40
H54 4.79 -1.95 2.26

Which is the most stable structure? arrangement two is the most stable.

Arrangement one

The following is a quantum chemistry calculation of a cluster of 9 separate species, C18H54O9 in total, from the Open Molecules 2025 dataset.

Output
* Kohn-Sham gap: 0.3659 Ha
* SMILES: CCO.CCO.CCO.CCO.CCO.CCO.CCO.CCO.CCO
* highest occupied orbital energy: -9.6 eV
* E_LUMO: 0.36 eV

Cartesian coordinates (Å):
C1 -35.47 -12.16 -6.22
C2 -36.04 -12.34 -4.80
O1 -36.99 -13.37 -4.88
H1 -35.05 -13.06 -6.66
H2 -34.68 -11.41 -6.13
H3 -36.26 -11.86 -6.90
H4 -36.58 -11.47 -4.42
H5 -35.31 -12.56 -4.02
H6 -37.78 -13.02 -5.30
C3 -28.64 -9.98 -12.64
C4 -28.77 -8.66 -12.08
O2 -29.35 -8.67 -10.81
H7 -28.07 -9.94 -13.57
H8 -29.63 -10.40 -12.85
H9 -28.12 -10.64 -11.95
H10 -29.26 -7.96 -12.76
H11 -27.81 -8.14 -12.03
H12 -30.27 -8.95 -10.88
C5 -26.16 -13.01 -9.00
C6 -24.65 -12.94 -9.02
O3 -24.18 -13.48 -10.22
H13 -26.58 -12.31 -9.72
H14 -26.61 -12.75 -8.04
H15 -26.53 -14.02 -9.17
H16 -24.34 -13.48 -8.12
H17 -24.29 -11.93 -8.88
H18 -23.63 -12.86 -10.70
C7 -30.24 -12.86 -9.70
C8 -30.65 -12.88 -8.18
O4 -31.97 -12.36 -8.07
H19 -30.25 -11.84 -10.08
H20 -30.98 -13.37 -10.32
H21 -29.29 -13.33 -9.95
H22 -29.98 -12.24 -7.61
H23 -30.54 -13.88 -7.78
H24 -32.24 -12.57 -7.18
C9 -31.17 -12.51 -3.23
C10 -32.21 -12.03 -4.25
O5 -32.59 -13.11 -5.08
H25 -31.62 -13.23 -2.54
H26 -30.83 -11.66 -2.64
H27 -30.26 -12.92 -3.67
H28 -31.84 -11.27 -4.93
H29 -33.12 -11.72 -3.74
H30 -33.06 -13.75 -4.55
C11 -35.61 -11.95 -11.41
C12 -34.74 -12.19 -10.21
O6 -33.58 -11.38 -10.34
H31 -35.05 -12.19 -12.31
H32 -36.06 -10.96 -11.42
H33 -36.43 -12.67 -11.33
H34 -34.51 -13.26 -10.14
H35 -35.19 -11.96 -9.24
H36 -33.01 -11.57 -9.59
C13 -29.93 -15.76 -5.55
C14 -29.50 -16.49 -4.26
O7 -28.09 -16.61 -4.13
H37 -29.65 -14.71 -5.44
H38 -31.00 -15.75 -5.74
H39 -29.41 -16.17 -6.42
H40 -30.01 -17.44 -4.13
H41 -29.88 -15.86 -3.46
H42 -27.97 -16.98 -3.26
C15 -27.88 -11.71 -4.75
C16 -26.37 -11.61 -4.41
O8 -25.50 -12.39 -5.30
H43 -28.50 -11.25 -3.99
H44 -28.25 -12.73 -4.84
H45 -28.10 -11.18 -5.68
H46 -26.25 -12.00 -3.40
H47 -26.05 -10.57 -4.35
H48 -25.79 -13.31 -5.22
C17 -33.75 -15.72 -7.33
C18 -33.45 -16.91 -8.13
O9 -34.65 -17.36 -8.74
H49 -34.50 -15.93 -6.56
H50 -34.27 -14.93 -7.89
H51 -32.86 -15.33 -6.83
H52 -32.94 -17.66 -7.53
H53 -32.80 -16.70 -8.98
H54 -35.25 -17.67 -8.06

Arrangement two

The following is a quantum chemistry calculation of a cluster of 9 separate species, C18H54O9 in total, from the Open Molecules 2025 dataset.

Output
* Kohn-Sham gap: 0.3530 Ha
* SMILES: CCO.CCO.CCO.CCO.CCO.CCO.CCO.CCO.CCO
* highest occupied orbital energy: -9.4 eV
* E_LUMO: 0.24 eV

Cartesian coordinates (Å):
C1 2.96 3.01 0.46
C2 1.99 3.57 -0.58
O1 0.97 2.59 -0.74
H1 2.46 2.83 1.42
H2 3.80 3.68 0.66
H3 3.31 2.06 0.08
H4 2.56 3.70 -1.50
H5 1.54 4.52 -0.28
H6 0.28 2.96 -1.33
C3 1.12 -3.16 -3.61
C4 -0.22 -2.47 -3.82
O2 -1.00 -3.15 -4.80
H7 1.70 -3.12 -4.53
H8 1.01 -4.21 -3.34
H9 1.68 -2.67 -2.81
H10 -0.05 -1.44 -4.17
H11 -0.76 -2.46 -2.87
H12 -0.97 -2.69 -5.64
C5 1.99 1.64 -3.84
C6 2.66 0.59 -2.97
O3 4.04 0.43 -3.30
H13 1.02 1.87 -3.41
H14 1.81 1.32 -4.87
H15 2.61 2.54 -3.88
H16 2.08 -0.34 -3.01
H17 2.69 0.93 -1.94
H18 4.10 -0.08 -4.12
C7 -1.64 -1.14 0.45
C8 -0.67 -0.27 -0.31
O4 0.39 0.16 0.51
H19 -2.48 -1.46 -0.17
H20 -2.04 -0.65 1.34
H21 -1.15 -2.06 0.79
H22 -1.21 0.59 -0.74
H23 -0.33 -0.83 -1.19
H24 0.74 0.97 0.09
C9 -1.26 -1.20 5.67
C10 -1.52 -1.77 4.29
O5 -1.62 -3.19 4.36
H25 -1.24 -0.11 5.55
H26 -0.38 -1.63 6.14
H27 -2.12 -1.32 6.33
H28 -0.69 -1.55 3.62
H29 -2.45 -1.37 3.87
H30 -2.12 -3.54 3.61
C11 -4.42 -5.04 3.75
C12 -3.43 -5.35 2.65
O6 -2.99 -4.09 2.07
H31 -4.04 -4.26 4.40
H32 -4.59 -5.92 4.36
H33 -5.35 -4.73 3.28
H34 -3.83 -5.99 1.86
H35 -2.53 -5.85 3.03
H36 -2.50 -4.28 1.27
C13 3.84 -1.03 1.19
C14 3.45 -1.94 0.02
O7 2.04 -2.11 -0.04
H37 4.90 -0.77 1.07
H38 3.74 -1.59 2.11
H39 3.28 -0.10 1.25
H40 3.95 -2.90 0.13
H41 3.80 -1.57 -0.96
H42 1.61 -1.28 0.22
C15 -1.92 3.20 1.94
C16 -1.15 2.65 3.13
O8 -1.39 3.48 4.29
H43 -1.84 2.49 1.10
H44 -1.54 4.18 1.67
H45 -2.99 3.28 2.15
H46 -0.08 2.70 2.94
H47 -1.53 1.67 3.40
H48 -0.77 4.21 4.31
C17 -0.06 4.63 -4.17
C18 -1.31 4.39 -3.35
O9 -1.12 3.34 -2.39
H49 -0.19 5.36 -4.96
H50 0.30 3.70 -4.61
H51 0.79 4.99 -3.57
H52 -2.13 4.06 -4.00
H53 -1.57 5.34 -2.87
H54 -1.99 3.08 -2.08

Which is the most stable structure? arrangement two is the most stable.

Arrangement one

The following is a quantum chemistry calculation of a cluster of 5 separate species, CH14N2O4 in total, from the Open Molecules 2025 dataset.

Output
* Kohn-Sham gap: 0.3607 Ha
* SMILES: NCN.O.O.O.O
* highest occupied orbital energy: -9.4 eV
* E_LUMO: 0.45 eV

Cartesian coordinates (Å):
N1 -0.45 -0.38 0.58
C1 -1.11 -0.01 1.80
N2 -2.39 0.69 1.48
H1 0.17 -1.17 0.63
H2 -1.15 -0.56 -0.11
H3 -1.46 -0.79 2.49
H4 -0.45 0.63 2.40
H5 -2.46 1.38 2.23
H6 -2.25 1.33 0.71
H7 2.89 -0.56 -1.17
H8 1.49 -0.64 -1.62
O1 2.37 -0.49 -1.98
H9 -0.88 0.22 -2.94
H10 -2.14 0.55 -2.13
O2 -1.35 0.94 -2.47
H11 3.42 -4.27 -0.52
H12 2.94 -3.33 -1.55
O3 2.62 -3.83 -0.78
H13 0.27 2.64 0.96
H14 -0.06 4.17 0.67
O4 -0.02 3.47 1.33

Arrangement two

The following is a quantum chemistry calculation of a cluster of 5 separate species, CH14N2O4 in total, from the Open Molecules 2025 dataset.

Output
* Kohn-Sham gap: 0.3562 Ha
* SMILES: NCN.O.O.O.O
* highest occupied orbital energy: -9.3 eV
* E_LUMO: 0.35 eV

Cartesian coordinates (Å):
N1 -2.89 0.61 0.15
C1 -2.17 1.81 0.50
N2 -0.71 1.68 0.19
H1 -3.01 0.47 -0.82
H2 -2.49 -0.26 0.57
H3 -2.72 2.76 0.14
H4 -2.11 1.84 1.59
H5 -0.22 0.82 0.46
H6 -0.37 2.36 0.96
H7 3.18 -2.21 -0.54
H8 4.50 -2.32 -1.17
O1 3.98 -2.72 -0.46
H9 2.46 -0.17 0.94
H10 2.96 -0.21 2.37
O2 2.58 -0.77 1.71
H11 1.18 3.02 -2.02
H12 0.27 2.13 -1.42
O3 0.74 2.23 -2.25
H13 -1.65 -4.16 0.29
H14 -1.80 -3.60 -1.05
O4 -1.70 -3.31 -0.16

Which is the most stable structure? arrangement one is the most stable.

Arrangement one

The following is a quantum chemistry calculation of a cluster of 2 separate species, C12H14N3 in total, from the Open Molecules 2025 dataset.

Output
* Kohn-Sham gap: 0.3043 Ha
* charge: +1
* highest occupied orbital energy: -11.7 eV
* E_LUMO: -3.43 eV

Cartesian coordinates (Å):
C1 4.42 0.90 0.02
C2 3.47 1.62 -0.74
C3 4.03 -0.26 0.66
C4 2.24 0.99 -0.96
C5 2.74 -0.80 0.65
C6 1.95 -0.12 -0.25
C7 -2.25 -1.20 -1.14
C8 -1.10 0.45 0.25
C9 -3.40 -0.63 -0.61
C10 -2.26 0.98 0.70
C11 -0.99 -0.68 -0.63
C12 -4.68 0.94 0.63
N1 -3.43 0.36 0.33
N2 2.48 -2.03 1.25
N3 0.20 -1.20 -0.77
H1 5.42 1.27 0.12
H2 3.54 2.49 -1.30
H3 4.74 -0.84 1.20
H4 1.70 1.57 -1.69
H5 -2.19 -2.05 -1.81
H6 -0.12 0.93 0.61
H7 -4.44 -0.86 -0.95
H8 -2.20 1.75 1.29
H9 -5.56 0.33 0.65
H10 -4.75 1.22 1.60
H11 -4.99 1.70 0.05
H12 3.33 -2.44 1.61
H13 1.80 -2.58 0.76
H14 0.31 -1.81 -1.52

Arrangement two

The following is a quantum chemistry calculation of the ion C12H14N3 with charge +1, from the Open Molecules 2025 dataset.

Output
* Kohn-Sham gap (spin up / spin down): 0.2388 / 0.2417 Ha
* charge: +1
* highest occupied orbital energy (spin up / spin down): -11.0 / -11.1 eV
* E_LUMO (spin up / spin down): -4.54 / -4.50 eV

Cartesian coordinates (Å):
C1 -2.14 0.26 0.63
C2 -3.27 -0.44 0.25
C3 -1.88 -2.11 -0.60
C4 -0.73 -1.54 -0.08
C5 -0.83 -0.04 0.20
C6 1.40 -2.84 0.18
C7 2.45 -1.06 -0.93
C8 0.12 -2.54 0.33
C9 2.22 0.18 -0.02
C10 1.22 1.18 -0.45
C11 2.01 -0.07 1.41
C12 -0.93 2.01 -1.00
N1 2.05 -2.22 -0.87
N2 -3.04 -1.63 -0.38
N3 -0.16 0.97 -0.41
H1 -2.16 1.19 1.00
H2 -4.21 -0.18 0.61
H3 -1.89 -3.04 -1.10
H4 1.90 -3.67 0.72
H5 3.01 -0.72 -1.76
H6 3.25 0.73 -0.15
H7 1.41 2.06 -1.04
H8 2.35 0.77 1.97
H9 2.72 -0.88 1.68
H10 1.06 -0.19 1.75
H11 -0.72 2.94 -0.59
H12 -0.73 1.93 -2.04
H13 -1.94 1.77 -0.87
H14 -3.87 -2.03 -0.82

Which is the most stable structure? arrangement one is the most stable.